Record 1
Here is the molecule C25H32N2O5 from the Open Molecules 2025 dataset. Energies are from ωB97M-V with the def2-TZVPD basis set.

XYZ file:
```
64
Properties=species:S:1:pos:R:3:forces:R:3
C 11.4148 1.3215 -0.7584 -0.2 0.1 0.1
C 10.0262 1.6017 -0.1977 0.0 -0.2 -0.1
C 9.0303 0.5185 -0.6017 -0.3 0.2 0.2
C 7.6385 0.7915 -0.0424 0.4 0.2 0.0
O 6.7914 -0.2603 -0.4618 -0.2 -0.2 -0.1
C 5.4935 -0.2579 -0.0725 -0.2 -0.1 0.0
C 4.8901 0.7247 0.7082 0.3 0.0 -0.1
C 3.5543 0.6116 1.0419 -0.3 -0.2 -0.1
C 2.7837 -0.4576 0.5989 0.3 0.1 0.1
C 1.3547 -0.5066 1.0223 0.0 0.0 -0.1
O 0.9795 -0.0035 2.0638 -0.1 0.1 0.1
N 0.5396 -1.1412 0.1314 0.2 -0.2 -0.3
C -0.8324 -1.3992 0.2163 -0.4 0.0 0.2
C -1.4390 -2.0563 -0.8513 0.0 0.1 0.2
C -2.7904 -2.3394 -0.8392 -0.2 0.0 0.1
C -3.4483 -3.0264 -1.9933 0.0 0.1 0.0
C -3.5604 -1.9565 0.2662 0.5 0.0 0.1
O -4.9019 -2.3207 0.2416 0.2 0.0 0.0
C -5.8772 -1.3179 0.3443 0.1 0.0 0.0
C -5.7425 -0.2180 -0.7128 -0.2 -0.1 0.1
O -4.8366 -0.1937 -1.5198 0.2 -0.2 -0.1
N -6.7128 0.7292 -0.7037 -0.1 0.3 -0.2
C -7.7921 0.8942 0.2437 0.0 0.3 0.3
C -7.5844 2.2107 1.0089 -0.2 -0.3 0.1
O -7.5096 3.3030 0.1267 -0.1 0.1 0.0
C -6.4504 3.1451 -0.7936 0.1 -0.2 -0.3
C -6.6144 1.8605 -1.6095 0.2 0.3 0.0
C -2.9566 -1.3468 1.3662 -0.3 -0.2 -0.2
C -3.7070 -1.0211 2.6271 0.0 0.0 -0.1
C -1.5982 -1.0604 1.3209 0.2 0.1 0.0
C 3.3963 -1.4463 -0.1709 0.0 0.2 0.1
C 4.7299 -1.3487 -0.4988 0.2 0.1 0.0
H 12.1111 2.1018 -0.4611 0.1 0.0 0.0
H 11.7890 0.3688 -0.3909 0.1 -0.1 0.0
H 11.3866 1.2816 -1.8448 0.0 0.0 -0.1
H 10.0782 1.6570 0.8920 0.0 0.1 0.0
H 9.6753 2.5700 -0.5620 0.0 0.1 0.1
H 9.3678 -0.4529 -0.2365 0.0 -0.1 0.0
H 8.9638 0.4599 -1.6894 0.0 0.0 0.0
H 7.6747 0.8338 1.0551 -0.1 0.0 -0.1
H 7.2628 1.7538 -0.4177 0.0 -0.1 0.1
H 5.4510 1.5747 1.0633 0.1 0.1 0.0
H 3.0826 1.3626 1.6574 0.0 0.0 0.1
H 0.9643 -1.4478 -0.7324 0.0 0.1 0.2
H -0.8462 -2.3439 -1.7094 0.0 0.0 -0.1
H -2.7124 -3.3604 -2.7198 0.1 -0.1 -0.1
H -4.0283 -3.8785 -1.6454 0.0 -0.1 -0.1
H -4.1324 -2.3280 -2.4728 -0.1 0.0 -0.1
H -5.8756 -0.8474 1.3366 -0.1 -0.1 -0.1
H -6.8270 -1.8437 0.2004 0.0 0.2 0.1
H -7.8504 0.0607 0.9386 0.0 0.0 0.0
H -8.7340 0.9573 -0.3152 0.0 -0.1 0.1
H -8.4282 2.4087 1.6716 0.1 -0.1 0.0
H -6.6601 2.1427 1.6045 -0.1 0.0 0.0
H -6.4776 4.0220 -1.4415 0.1 -0.1 0.0
H -5.4894 3.1161 -0.2582 -0.1 0.0 -0.1
H -5.7540 1.7009 -2.2595 -0.1 0.1 0.0
H -7.5295 1.9166 -2.2087 0.1 0.0 0.0
H -4.1939 -0.0467 2.5568 -0.1 0.0 0.1
H -3.0137 -0.9814 3.4640 0.0 0.0 0.1
H -4.4581 -1.7808 2.8368 -0.1 0.0 0.1
H -1.1280 -0.5779 2.1612 0.0 0.0 0.0
H 2.8465 -2.3211 -0.4890 0.0 -0.1 0.0
H 5.2164 -2.1123 -1.0850 0.1 -0.1 -0.1
```
Forces are in eV/Å.

Values from the calculation:
**SMILES**: CCCCOc1ccc(C(=O)Nc2cc(C)c(OCC(=O)N3CCOCC3)c(C)c2)cc1
**LUMO energy**: 0.72 eV
**Spin multiplicity**: 1
**Relative energy (zero: lowest compared OMol25 entry of this formula, charge and spin)**: 100.3 kJ/mol

Record 2
Here is a 2-piece molecular cluster, C25H32N3 overall from the Open Molecules 2025 dataset. Energies are from ωB97M-V with the def2-TZVPD basis set.

XYZ file:
```
60
Properties=species:S:1:pos:R:3:forces:R:3
C 2.9308 -2.2468 -0.0298 0.3 0.0 -0.7
C 1.8050 -1.8822 0.8410 -0.3 -1.2 1.2
N 1.2368 -2.8095 1.6398 0.8 0.5 -1.2
C 1.5841 -4.2190 1.6331 0.3 -0.3 -0.3
C 0.2964 -2.2254 2.4865 -0.3 0.8 0.0
C 0.3101 -0.8251 2.2503 0.2 -0.8 0.6
C -0.3782 -0.0397 3.1700 -0.5 0.0 0.0
C -1.2609 -0.6597 4.0754 0.3 -0.2 -0.1
C -1.3305 -2.0562 4.2022 0.3 0.1 -0.4
C -0.4902 -2.8649 3.4254 -0.2 0.1 0.0
C 1.2552 -0.6041 1.1393 -0.4 0.7 -0.5
C 1.6217 0.5572 0.4621 0.9 -0.7 1.4
C 1.1201 1.8399 0.7934 -0.2 1.1 -0.2
C 1.8350 3.0010 1.1969 -1.0 -0.6 -0.5
C 3.2807 3.2218 1.3970 0.5 0.0 -0.1
N 0.9447 3.9757 1.4920 0.0 0.0 -0.2
C 1.3011 5.3109 1.9379 0.2 0.1 0.0
C -0.3634 3.5437 1.2438 0.5 -0.6 0.0
C -0.2812 2.2028 0.7983 -0.2 0.4 0.9
C -1.4596 1.4950 0.5866 -0.6 0.3 0.0
C -2.6838 2.1461 0.8049 0.4 -0.1 -0.1
C -2.7388 3.4804 1.2434 0.6 0.4 0.1
C -1.5577 4.2034 1.4796 -0.4 -0.2 -0.2
H 3.3096 -1.3462 -0.5142 0.1 -0.3 -0.1
H 3.7650 -2.7085 0.5289 -0.5 0.2 -0.1
H 2.6078 -2.9575 -0.8064 0.2 0.2 0.2
H 0.9425 -4.7346 2.3439 0.2 0.0 -0.2
H 1.4309 -4.6415 0.6284 0.0 0.1 0.4
H 2.6386 -4.3742 1.9153 -0.4 0.1 0.0
H -0.2164 1.0344 3.2049 -0.4 -0.1 -0.2
H -1.9178 -0.0479 4.6933 0.4 -0.1 -0.1
H -2.0198 -2.5241 4.9037 0.2 0.2 -0.1
H -0.4555 -3.9548 3.4979 -0.2 0.5 0.3
H 2.4729 0.4870 -0.2201 -0.1 0.0 0.2
H 3.8187 2.3056 1.1481 0.1 0.2 0.0
H 3.6300 4.0324 0.7368 0.0 -0.3 0.2
H 3.5309 3.5023 2.4367 -0.2 -0.1 -0.4
H 0.3742 5.8716 2.0671 0.3 0.0 0.0
H 1.8542 5.2820 2.8889 -0.3 0.0 -0.3
H 1.9330 5.8100 1.1869 -0.3 -0.1 0.2
H -1.4134 0.4505 0.2851 -0.2 0.2 0.1
H -3.6162 1.6095 0.6395 0.2 0.1 0.0
H -3.6982 3.9721 1.4086 0.3 -0.2 -0.1
H -1.5323 5.2383 1.8283 -0.4 -0.4 -0.1
C -2.0047 -2.7145 -6.7212 0.0 0.0 0.0
C -1.5342 -2.6387 -5.2683 0.1 -0.1 0.3
C -1.6282 -1.2605 -4.6011 0.0 0.4 0.0
C -1.1092 -1.2479 -3.1558 0.2 -0.5 0.3
N -0.9895 0.0625 -2.5067 -0.2 0.3 -0.8
H -1.8785 -3.7360 -7.0925 0.0 0.1 0.0
H -3.0647 -2.4594 -6.8263 0.2 0.0 0.1
H -1.4230 -2.0554 -7.3740 -0.1 0.0 0.1
H -2.1199 -3.3538 -4.6767 0.1 0.0 0.0
H -0.4905 -2.9739 -5.2206 -0.1 0.0 0.0
H -1.0617 -0.5334 -5.1975 -0.1 0.0 0.1
H -2.6800 -0.9450 -4.5976 0.1 0.1 -0.1
H -1.7434 -1.9195 -2.5527 0.1 -0.1 -0.2
H -0.0933 -1.6579 -3.1461 -0.1 -0.2 -0.1
H -1.8443 0.6056 -2.6065 0.2 -0.1 0.2
H -0.7512 -0.0238 -1.5270 -0.2 0.0 -0.2
```
Forces are in eV/Å.

Values from the calculation:
**Total charge**: +1
**LUMO energy**: -4.35 eV
**Spin multiplicity**: 1
**Relative energy (zero: lowest compared OMol25 entry of this formula, charge and spin)**: 0.0 kJ/mol

Record 3
Here is C25H32N3O3PSc as an isolated structure from the Open Molecules 2025 dataset. Energies are from ωB97M-V with the def2-TZVPD basis set.

XYZ file:
```
65
Properties=species:S:1:pos:R:3:forces:R:3
Sc -0.5576 0.0639 -0.7659 -0.5 -0.6 0.5
C 1.8157 3.9350 -1.5437 0.1 0.0 0.0
C 0.8605 4.9148 -1.3261 0.0 0.0 0.0
C -0.4550 4.5407 -1.1151 -0.2 -0.1 0.0
C -0.8103 3.1935 -1.1112 0.3 -0.1 -0.1
C 0.1436 2.1534 -1.3003 0.0 0.3 -0.2
C 1.4513 2.5930 -1.5281 0.0 -0.1 0.0
C -2.1994 2.7715 -0.8480 -0.1 -0.1 0.0
C -3.2650 3.5364 -0.3588 0.0 0.1 0.0
C -4.4028 2.9168 0.1406 0.0 -0.1 0.0
C -4.5083 1.5191 0.1258 0.3 0.1 -0.3
C -5.4237 0.6754 0.9103 -0.1 0.0 0.1
C -5.2894 -0.6538 1.0261 0.0 0.0 0.1
C -4.3200 -1.4809 0.2242 0.1 -0.1 0.0
C -3.3399 -0.5829 -0.5127 -0.3 0.1 0.1
C -3.5007 0.8791 -0.5635 -0.3 0.0 0.1
N -2.3845 1.4521 -0.9959 0.2 -0.1 0.1
H 2.8454 4.2140 -1.7328 0.0 0.0 0.0
H 1.1391 5.9601 -1.3208 0.0 0.0 0.0
H -1.2103 5.3025 -0.9641 0.0 0.0 0.0
H 2.2277 1.8578 -1.7229 0.0 0.0 0.0
H -3.1701 4.6103 -0.2881 0.0 0.0 0.0
H -5.1821 3.5121 0.6014 0.0 0.0 0.0
H -6.1924 1.1893 1.4761 0.0 -0.1 0.0
H -5.9763 -1.1940 1.6678 0.0 0.0 0.0
H -4.8673 -2.2143 -0.3673 0.1 0.0 -0.1
H -2.9962 -0.9926 -1.4602 0.1 0.0 0.0
C 4.6451 -0.8966 -1.6010 -0.2 0.0 0.3
C 4.4073 0.2598 -0.6471 0.2 0.0 -0.3
O 3.3942 -0.0163 0.3504 -0.3 -0.1 -0.1
P 1.9866 -0.7308 0.0271 0.4 0.0 0.6
O 2.0951 -2.1269 0.7891 -0.1 0.2 -0.5
C 3.1329 -2.6370 1.6488 0.2 -0.2 0.2
C 3.6574 -3.9456 1.0977 -0.1 0.1 0.0
O 0.9797 0.1836 1.0035 -0.1 -0.5 -0.5
C 1.4115 1.0820 2.0574 -0.1 0.2 0.3
C 1.9087 0.3474 3.2824 -0.1 0.0 -0.2
H 5.4195 -0.6358 -2.3206 0.0 0.0 0.0
H 3.7311 -1.1359 -2.1489 0.1 0.0 -0.1
H 4.9684 -1.7816 -1.0526 0.0 0.0 0.0
H 4.1306 1.1625 -1.1933 -0.1 0.0 0.1
H 5.3073 0.4764 -0.0750 0.0 0.0 0.0
H 2.6807 -2.7894 2.6286 0.0 0.1 0.0
H 3.9329 -1.9040 1.7427 0.0 0.1 0.0
H 2.8419 -4.6537 0.9566 0.0 0.0 0.0
H 4.3771 -4.3702 1.7972 0.0 0.0 0.0
H 4.1557 -3.7966 0.1400 0.0 0.0 0.0
H 0.5351 1.6836 2.2947 0.0 0.0 -0.1
H 2.1801 1.7380 1.6537 0.0 0.0 -0.1
H 1.1556 -0.3467 3.6564 0.0 0.0 0.0
H 2.1221 1.0820 4.0584 0.0 0.0 0.0
H 2.8244 -0.2005 3.0650 0.0 0.0 0.0
N -2.2960 -0.7831 0.5576 0.4 0.4 0.0
C -3.0031 -2.0668 0.8917 -0.1 -0.2 -0.1
C -2.3426 -3.1604 0.1173 0.1 0.1 0.0
C -1.4087 -3.0257 -0.8542 -0.3 -0.2 0.2
N -0.8274 -1.9120 -1.4222 0.5 0.5 -0.1
H -2.5263 -0.1143 1.2935 -0.1 0.0 0.0
H -3.0681 -2.2950 1.9560 0.1 0.1 0.0
H -2.6249 -4.1686 0.3903 0.0 0.0 -0.1
H -1.0689 -3.9747 -1.2694 0.0 0.0 0.0
C 0.0202 -2.2442 -2.5696 -0.2 0.0 0.1
H -0.5720 -2.6409 -3.3991 0.0 0.1 -0.1
H 0.7780 -2.9904 -2.3085 0.1 0.1 0.0
H 0.5268 -1.3445 -2.9414 0.1 0.0 0.0
```
Forces are in eV/Å.

Values from the calculation:
**Total charge**: +1
**LUMO energy**: -2.94 eV
**Spin multiplicity**: 1
**Relative energy (zero: lowest compared OMol25 entry of this formula, charge and spin)**: 95.1 kJ/mol

The lowest LUMO energy belongs to which entry?
C25H32N3

Number 2 is which compound?
C25H32N3